w:
ORCA calculation (wB97M-V/def2-TZVPD) on a cluster of 2 separate species, C5H13N in total.

Summary:
Total charge ... +1
Gap between HOMO and LUMO (spin up / spin down) ... 0.32949 / 0.13556 Eh
HOMO energy (spin up / spin down) ... -12.66 / -12.66 eV
Multiplicity ... 2

Each line ends with the natural charge from an NBO analysis.
Cartesian coordinates (Å):
C1 -3.087 -0.171 -0.049  -0.67
C2 -1.896 -1.116 0.190  -0.17
C3 -1.454 -1.536 1.365  -0.39
H1 -2.923 0.865 -0.188  0.22
H2 -3.576 -0.483 -0.976  0.22
H3 -3.832 -0.124 0.701  0.23
H4 -1.488 -1.540 -0.731  0.19
H5 -0.720 -2.214 1.412  0.18
H6 -1.893 -1.416 2.278  0.20
C4 2.254 0.768 0.826  -0.70
C5 1.502 0.581 -0.468  -0.24
N1 2.234 1.272 -1.721  -0.23
H7 1.638 1.187 1.621  0.27
H8 2.462 -0.250 1.242  0.27
H9 3.341 1.237 0.960  0.27
H10 1.556 -0.486 -0.746  0.28
H11 0.466 1.015 -0.510  0.29
H12 3.226 1.425 -1.591  0.40
H13 2.193 0.721 -2.605  0.40

---

x:
ORCA calculation (wB97M-V/def2-TZVPD) on a cluster of 2 separate species, C5H13N in total.

Summary:
Total charge ... +1
Gap between HOMO and LUMO (spin up / spin down) ... 0.30887 / 0.32438 Eh
HOMO energy (spin up / spin down) ... -13.20 / -14.16 eV
Multiplicity ... 2

Each line ends with the natural charge from an NBO analysis.
Cartesian coordinates (Å):
C1 -1.076 -0.896 -0.340  -0.05
C2 0.081 -0.719 -1.077  -0.21
C3 1.389 -1.201 -0.526  -0.39
C4 -0.499 0.764 -0.728  -0.45
C5 -1.459 1.397 0.346  -0.54
N1 1.380 -0.002 1.715  -0.99
H1 -1.047 -1.042 0.731  0.27
H2 -2.006 -1.128 -0.823  0.26
H3 0.053 -0.947 -2.132  0.28
H4 1.275 -2.208 -0.170  0.23
H5 2.321 -1.204 -1.088  0.24
H6 2.098 -0.207 2.410  0.39
H7 -0.921 1.070 -1.662  0.26
H8 0.398 1.353 -0.564  0.32
H9 -1.417 2.461 0.218  0.25
H10 -2.476 1.086 0.180  0.22
H11 -1.175 1.078 1.323  0.24
H12 1.542 -0.605 0.790  0.30
H13 1.537 0.949 1.400  0.35

---

On energetic grounds, w is preferred over the next structure by 0.659 eV.

---

w:
ORCA calculation (wB97M-V/def2-TZVPD) on a structure of composition C3H2F2O.

Summary:
Total charge ... 0
Gap between HOMO and LUMO ... 0.40774 Eh
HOMO energy ... -10.34 eV

Each line ends with the natural charge from an NBO analysis.
Cartesian coordinates (Å):
C1 -0.323 0.841 -0.132  -0.37
C2 -1.100 -0.104 0.387  0.18
C3 0.709 -0.347 -0.247  0.91
O1 -0.260 -1.221 0.245  -0.49
F1 1.352 -0.700 -1.362  -0.29
F2 1.964 -0.247 0.660  -0.40
H1 -0.313 1.932 -0.342  0.25
H2 -2.030 -0.153 0.791  0.21

---

x:
ORCA calculation (wB97M-V/def2-TZVPD) on a cluster of 2 separate species, C3H2F2O in total.

Summary:
Total charge ... 0
Structure (SMILES) ... O=C(F)F.C#C
Gap between HOMO and LUMO ... 0.39468 Eh
HOMO energy ... -10.34 eV

Each line ends with the natural charge from an NBO analysis.
Cartesian coordinates (Å):
O1 -0.813 -1.009 0.164  -0.52
C1 -1.218 0.055 0.312  1.13
F1 -2.416 0.461 0.117  -0.28
F2 -0.656 0.864 1.221  -0.32
C2 1.506 0.267 -0.046  -0.24
C3 1.232 -0.363 -1.026  -0.24
H1 1.901 0.554 0.895  0.23
H2 0.463 -0.830 -1.637  0.24

---

y:
ORCA calculation (wB97M-V/def2-TZVPD) on a cluster of 2 separate species, C3H2F2O in total.

Summary:
Total charge ... 0
Gap between HOMO and LUMO ... 0.35940 Eh
HOMO energy ... -10.36 eV

Each line ends with the natural charge from an NBO analysis.
Cartesian coordinates (Å):
C1 0.035 -0.564 0.530  -0.26
C2 -0.859 0.211 1.069  0.15
C3 0.993 0.183 -1.431  0.89
O1 1.876 -0.296 -2.075  -0.52
F1 -1.468 -0.273 2.188  -0.33
F2 0.030 0.937 -1.841  -0.31
H1 0.441 -1.445 0.781  0.19
H2 -1.049 1.246 0.780  0.20

---

On energetic grounds, w is preferred over the next structure by 0.686 eV.

---

w:
ORCA calculation (wB97M-V/def2-TZVPD) on a cluster of 2 separate species, C4H6BrCl in total.

Summary:
Total charge ... 0
Gap between HOMO and LUMO ... 0.29862 Eh
HOMO energy ... -8.39 eV

Each line ends with the natural charge from an NBO analysis.
Cartesian coordinates (Å):
C1 1.677 -1.012 -0.304  -0.39
C2 1.737 0.118 -0.982  -0.22
C3 -2.216 0.075 0.374  -0.78
C4 -1.025 0.109 1.274  -0.01
Cl1 -0.564 1.578 1.866  0.07
Br1 3.345 1.371 -1.032  -0.04
H1 2.414 -1.190 0.404  0.21
H2 0.799 -1.683 -0.364  0.23
H3 -1.705 0.055 -0.603  0.27
H4 -2.744 1.066 0.586  0.20
H5 -2.865 -0.765 0.668  0.26
H6 1.149 0.279 -1.886  0.20

---

x:
ORCA calculation (wB97M-V/def2-TZVPD) on a cluster of 2 separate species, C4H6BrCl in total.

Summary:
Total charge ... 0
Gap between HOMO and LUMO ... 0.36366 Eh
HOMO energy ... -9.70 eV

Each line ends with the natural charge from an NBO analysis.
Cartesian coordinates (Å):
C1 0.029 -1.538 2.177  -0.54
C2 0.471 -1.490 0.999  0.02
C3 -0.734 -1.276 -0.806  -0.36
C4 -1.878 -0.355 -0.616  -0.36
Cl1 -1.374 1.166 0.389  -0.15
Br1 2.212 -1.950 0.254  0.04
H1 0.646 -1.741 2.979  0.24
H2 -1.039 -1.284 2.204  0.24
H3 -0.182 -1.041 -1.773  0.22
H4 -1.104 -2.281 -0.851  0.21
H5 -2.403 -0.825 0.176  0.20
H6 -2.540 0.046 -1.348  0.24

---

y:
ORCA calculation (wB97M-V/def2-TZVPD) on a structure of composition C4H6BrCl.

Summary:
Total charge ... 0
Gap between HOMO and LUMO (spin up / spin down) ... 0.31015 / 0.27205 Eh
HOMO energy (spin up / spin down) ... -8.56 / -8.15 eV

Each line ends with the natural charge from an NBO analysis.
Cartesian coordinates (Å):
C1 0.499 0.796 1.040  -0.53
C2 -0.345 0.397 -0.072  -0.04
C3 0.362 -0.088 2.397  -0.12
C4 -0.114 -0.806 -0.840  -0.72
Cl1 0.111 -1.729 2.205  0.05
Br1 -1.012 0.585 3.550  0.03
H1 1.464 0.605 0.692  0.21
H2 0.323 1.702 1.491  0.24
H3 -1.493 0.701 0.123  0.17
H4 -0.600 -1.148 -1.870  0.25
H5 -0.448 -1.692 -0.236  0.24
H6 1.010 -0.845 -1.062  0.21

---

On energetic grounds, x is preferred over the next structure by 0.562 eV.